Density functional theory data (ωB97M-V/def2-TZVPD) for a molecular structure, C7H8N5S.

Geometry as XYZ:
```
21
Properties=species:S:1:pos:R:3:forces:R:3
C -1.085 1.298 -0.766 3.0 -3.7 0.4
C -2.097 -1.237 2.574 -1.0 0.6 0.0
C -1.255 -2.356 2.730 0.4 2.8 -1.3
C -0.820 -1.102 0.881 1.1 -2.3 3.2
C 0.928 0.398 -1.863 0.1 2.3 1.5
C -0.061 0.243 -0.837 -0.6 -1.3 -0.2
C 2.294 1.498 0.736 -0.5 -0.6 -3.7
N -1.737 2.208 -0.860 -2.2 3.0 -0.4
N -1.819 -0.461 1.469 -0.2 -1.6 0.8
N -0.399 -2.229 1.688 0.7 -0.2 -1.3
N 0.046 -0.847 -0.079 0.1 2.5 -2.3
N 0.711 1.372 -2.997 -0.4 -1.2 0.3
S 2.421 1.783 -0.831 0.1 -0.4 2.8
H -2.928 -0.980 3.252 0.7 -0.1 -0.6
H -1.068 -2.849 3.649 0.0 -1.0 0.2
H 1.656 -0.366 -2.006 0.1 -0.5 -0.6
H 2.933 1.671 1.558 0.5 0.7 0.8
H 0.486 -2.773 1.460 -1.9 1.0 0.5
H 1.345 2.221 -2.923 -0.4 -1.2 -0.8
H 0.694 0.781 -3.849 0.9 1.0 0.0
H -0.245 1.726 -2.988 -0.4 0.3 0.5
```
Positions in Å, forces in eV/Å.

Properties
- HOMO (spin up / spin down) (Eh) = -0.411 / -0.413
- net charge = +1
- gap between HOMO and LUMO (spin up / spin down) (eV) = 5.944 / 6.255

Quick look at the Löwdin charges, all values in e: C -0.18; C -0.10; C -0.05; C -0.41; C -0.26; C -0.35; C -0.29; N 0.21; N 0.14; N 0.10; N 0.18; N 0.15; S 0.88; H 0.12; H 0.11; H 0.11; H -0.02; H 0.19; H 0.13; H 0.19; H 0.14

Density functional theory data (ωB97M-V/def2-TZVPD) for 2 unconnected molecules or ions with the total composition C6H12N2.

Geometry as XYZ:
```
20
Properties=species:S:1:pos:R:3:forces:R:3
C -1.820 -0.602 -0.018 -0.5 -0.3 0.4
C -0.947 0.595 0.110 0.0 0.4 -0.5
C -1.235 1.771 0.720 0.4 0.6 0.7
N -0.158 2.621 0.499 -0.7 -0.1 -0.7
C 0.658 1.953 -0.373 -0.1 0.7 0.3
N 0.246 0.747 -0.576 -0.1 -0.9 -0.3
H -1.528 -1.304 -0.794 0.3 0.2 -0.1
H -2.838 -0.276 -0.243 0.0 -0.1 0.0
H -1.880 -1.164 0.916 0.1 0.0 0.0
H -2.020 2.179 1.335 -0.3 -0.5 0.0
H -0.337 3.614 0.519 0.6 0.0 0.1
H 1.489 2.420 -0.874 0.2 0.0 0.2
C 1.733 -2.559 -0.843 1.4 -0.2 1.1
C 1.204 -3.172 0.465 -0.9 1.3 -0.5
H 1.217 -2.786 -1.767 -0.2 -0.4 0.0
H 1.813 -1.479 -0.764 -0.2 0.2 0.0
H 2.770 -2.921 -0.864 -0.1 0.1 -0.7
H 1.771 -2.819 1.327 0.2 0.0 -0.1
H 1.242 -4.239 0.458 -0.1 -0.8 0.0
H 0.174 -2.831 0.620 0.0 -0.3 0.2
```
Positions in Å, forces in eV/Å.

Properties
- HOMO (Eh) = -0.320
- net charge = 0
- gap between HOMO and LUMO (eV) = 9.625
- SMILES = Cc1c[nH]cn1.CC

Quick look at the Löwdin charges, all values in e: C -0.05; C -0.34; C -0.08; N 0.04; C -0.21; N 0.09; H 0.07; H 0.07; H 0.07; H 0.11; H 0.14; H 0.11; C -0.17; C -0.16; H 0.06; H 0.03; H 0.06; H 0.06; H 0.05; H 0.04

Density functional theory data (ωB97M-V/def2-TZVPD) for a molecular structure, C4H11N3.

Geometry as XYZ:
```
18
Properties=species:S:1:pos:R:3:forces:R:3
C 0.053 2.068 -0.119 0.0 0.0 -0.3
C -2.094 -0.952 -0.040 0.7 -0.5 0.0
C -1.031 0.023 -0.503 -1.0 3.0 1.7
N -0.712 0.981 0.420 -1.0 -1.3 -1.1
H -1.261 0.359 -1.534 0.7 -0.3 0.0
H -0.420 2.528 -1.007 0.1 0.0 0.1
H 0.172 2.842 0.643 0.1 0.0 -0.1
H 1.075 1.762 -0.450 -0.1 0.1 0.1
H -1.874 -1.309 0.967 0.0 -0.1 0.0
H -3.054 -0.438 0.012 0.1 0.1 -0.1
H -2.188 -1.799 -0.721 0.0 -0.1 0.1
N 2.360 -1.018 0.792 0.3 0.5 0.3
C 1.066 -0.876 0.486 0.0 -1.5 -2.1
N 0.586 -0.820 -0.737 0.5 0.1 1.7
H 3.074 -0.647 0.183 -0.1 -0.3 0.0
H 2.628 -1.198 1.744 0.0 0.2 0.0
H 1.235 -0.515 -1.452 0.0 -0.4 -0.2
H 0.384 -0.991 1.314 -0.2 0.1 0.0
```
Positions in Å, forces in eV/Å.

Properties
- HOMO (Eh) = -0.248
- net charge = 0
- gap between HOMO and LUMO (eV) = 7.368

Quick look at the Löwdin charges, all values in e: C -0.23; C -0.09; C -0.41; N -0.16; H 0.12; H 0.06; H 0.06; H 0.05; H 0.06; H 0.08; H 0.07; N 0.14; C -0.26; N 0.09; H 0.11; H 0.11; H 0.10; H 0.13

Density functional theory data (ωB97M-V/def2-TZVPD) for a molecular structure, C21H24N.

Geometry as XYZ:
```
46
Properties=species:S:1:pos:R:3:forces:R:3
C -0.587 -1.749 1.256 -0.1 0.2 0.1
C -1.943 -1.233 1.783 -0.3 0.2 -0.5
C -1.712 0.244 1.981 0.7 -0.1 0.3
C -0.436 0.607 1.687 -1.3 0.4 -0.7
C 0.320 -0.516 1.103 -0.3 -1.7 1.5
C 1.733 -0.619 1.508 0.8 0.2 -0.3
C 2.479 0.563 1.688 0.6 -0.3 0.1
C 3.857 0.499 1.938 -0.1 -0.2 0.1
C 4.494 -0.749 2.082 -0.4 0.2 -0.4
C 3.733 -1.924 1.953 0.1 0.2 0.1
C 2.364 -1.864 1.670 0.5 0.5 0.1
H -0.231 -2.458 2.011 0.4 0.2 -0.4
H -0.617 -2.233 0.279 -0.3 -0.3 0.4
H -2.747 -1.395 1.051 0.0 0.0 0.3
H -2.258 -1.745 2.717 0.2 0.4 -0.5
H -2.492 0.908 2.387 0.6 -0.3 -0.1
H -0.029 1.613 1.827 -0.3 -0.5 -0.1
H 1.999 1.545 1.672 0.2 -0.4 -0.2
H 4.434 1.433 2.018 -0.3 -0.6 0.1
H 5.580 -0.790 2.256 -0.7 0.0 0.0
H 4.223 -2.896 2.068 -0.2 0.4 0.0
H 1.794 -2.783 1.623 0.1 0.1 -0.2
C -3.581 2.582 -0.271 0.0 -0.4 -0.2
C -4.014 1.268 -0.511 0.2 0.0 -0.1
C -3.110 0.319 -1.006 0.3 0.3 0.1
C -1.780 0.677 -1.255 -0.6 0.4 0.2
C -0.798 -0.378 -1.668 -0.4 -0.5 -0.7
C -0.395 -0.249 -3.184 -0.1 0.0 0.1
C 1.136 -0.369 -3.231 0.0 -0.3 -0.2
C 1.636 -0.323 -1.773 0.9 0.0 0.3
N 0.437 -0.326 -0.830 0.4 3.9 0.5
C -1.370 2.013 -1.094 -0.6 -0.1 0.3
C -2.267 2.959 -0.576 0.2 -0.3 -0.1
H -4.281 3.310 0.137 0.2 -0.1 -0.1
H -5.044 0.957 -0.299 0.4 0.3 -0.1
H -3.401 -0.729 -1.166 0.0 0.5 0.1
H -1.236 -1.378 -1.539 0.0 0.3 0.1
H -0.879 -1.059 -3.760 0.2 0.4 0.3
H -0.722 0.705 -3.645 0.0 -0.5 0.6
H 1.439 -1.316 -3.705 -0.1 0.3 0.2
H 1.564 0.439 -3.848 -0.1 -0.3 0.5
H 2.305 -1.168 -1.561 -0.2 0.3 0.1
H 2.176 0.630 -1.602 -0.1 -0.7 0.1
H 0.488 0.684 -0.462 -0.4 -1.6 -1.3
H -0.336 2.310 -1.309 -0.4 0.0 0.0
H -1.924 3.986 -0.401 -0.2 -0.4 -0.1
```
Positions in Å, forces in eV/Å.

Properties
- HOMO (Eh) = -0.448
- net charge = +1
- gap between HOMO and LUMO (eV) = 8.455

Quick look at the Löwdin charges, all values in e: C -0.10; C -0.13; C 0.00; C -0.03; C -0.17; C -0.20; C -0.03; C -0.05; C -0.05; C -0.05; C -0.01; H 0.12; H 0.12; H 0.10; H 0.14; H 0.13; H 0.12; H 0.11; H 0.12; H 0.12; H 0.12; H 0.11; C -0.07; C -0.06; C -0.05; C -0.22; C -0.24; C -0.10; C -0.15; C -0.11; N 0.03; C -0.05; C -0.06; H 0.11; H 0.12; H 0.12; H 0.14; H 0.12; H 0.13; H 0.12; H 0.12; H 0.12; H 0.13; H 0.12; H 0.12; H 0.12

Density functional theory data (ωB97M-V/def2-TZVPD) for a molecular structure, C12H35N3O5Ti2.

Geometry as XYZ:
```
57
Properties=species:S:1:pos:R:3:forces:R:3
Ti -0.817 -1.244 -0.673 2.9 -11.7 4.8
Ti -1.895 1.028 -0.415 0.6 9.3 -7.0
O -2.366 -0.698 -0.683 -13.4 -0.8 -5.4
H -3.297 -0.871 -0.922 -0.1 -0.1 -0.6
O -0.629 0.065 0.319 8.0 10.9 7.1
H -0.375 -0.492 1.081 6.1 2.4 1.8
C -1.203 -0.222 3.634 0.3 0.5 -1.0
C -2.285 -0.186 2.481 0.5 -1.9 0.3
C -2.540 1.158 1.808 1.8 1.1 3.7
O -3.297 1.225 0.661 -7.0 0.1 4.1
C -4.710 1.331 0.917 -1.2 1.0 -0.8
N -1.948 -1.173 1.462 -2.5 -4.0 5.0
H -1.059 0.775 4.051 0.0 -0.1 0.3
H -0.243 -0.593 3.275 0.2 0.4 -0.4
H -1.399 -0.961 4.411 -0.7 0.2 0.0
H -3.115 -0.545 3.090 -0.9 0.2 -0.7
H -1.582 1.605 1.543 -0.4 0.1 -0.2
H -2.793 1.847 2.614 -1.0 0.5 -0.2
H -5.134 1.639 -0.039 0.0 -0.3 0.0
H -4.973 2.126 1.614 0.7 0.3 0.1
H -5.239 0.465 1.314 0.8 -0.6 -0.3
H -2.515 -1.144 0.627 -1.4 -0.6 2.0
H -1.125 -0.835 0.984 -6.5 -4.1 3.6
C 1.295 -0.729 -1.190 1.2 -0.5 0.3
C 0.382 -0.693 -2.315 2.4 1.2 -3.1
C 1.253 -0.789 -3.615 -3.4 -0.6 1.3
O 2.041 -1.954 -3.537 -0.2 1.0 -0.1
C 2.837 -1.934 -4.703 0.7 0.1 0.6
N -0.499 -1.865 -2.148 3.1 -6.5 -14.3
H 0.699 -0.790 -0.280 3.4 0.4 1.0
H 1.946 0.145 -1.166 -0.2 -0.9 0.0
H 1.878 -1.646 -1.103 -0.7 0.1 -1.6
H -0.208 0.219 -2.396 -0.1 0.5 -0.1
H 1.663 0.202 -3.809 1.0 -0.3 0.2
H 0.445 -0.910 -4.338 0.3 -0.2 -1.0
H 3.615 -2.691 -4.598 -0.3 -0.2 -0.3
H 3.323 -0.961 -4.648 0.3 0.0 -0.8
H 2.201 -2.037 -5.582 0.3 -0.1 -0.2
H 0.180 -2.596 -2.306 0.8 -1.2 0.5
H -0.950 -2.003 -3.041 -1.4 0.4 -1.0
C 0.484 2.440 2.215 0.1 -1.0 -0.1
C 1.526 2.078 1.143 -0.3 -0.9 1.6
C 2.253 0.695 1.451 1.6 1.8 -0.4
O 3.214 0.484 0.374 0.0 0.1 -0.5
C 3.637 -0.879 0.207 -0.1 0.3 1.7
N 0.859 1.887 -0.126 1.4 2.1 -0.4
H 0.144 3.466 2.070 -0.1 -0.1 0.1
H 0.801 2.252 3.241 0.4 0.4 0.0
H -0.347 1.747 2.091 0.7 0.5 0.3
H 2.199 2.935 1.161 0.6 -0.4 -0.5
H 1.542 -0.127 1.535 0.0 -0.1 0.1
H 2.901 0.774 2.324 -0.4 -0.2 0.6
H 3.946 -1.174 1.210 -0.1 -0.7 0.0
H 4.500 -1.046 -0.437 0.0 0.9 -0.2
H 2.802 -1.448 -0.202 1.4 -0.2 1.3
H 0.315 1.050 0.028 0.9 0.7 -0.3
H 1.663 1.601 -0.665 -0.3 0.6 -0.8
```
Positions in Å, forces in eV/Å.

Properties
- HOMO (spin up / spin down) (Eh) = -0.128 / -0.312
- net charge = 0
- spin multiplicity = 7
- gap between HOMO and LUMO (spin up / spin down) (eV) = 3.875 / 8.731
- expectation value of S² = 12.01

Quick look at the Löwdin charges, all values in e: Ti 0.35; Ti 0.54; O -0.41; H 0.10; O -0.53; H 0.05; C -0.02; C -0.31; C -0.25; O -0.34; C -0.02; N 0.03; H 0.07; H 0.07; H 0.08; H 0.13; H 0.06; H 0.15; H 0.09; H 0.10; H 0.10; H -0.02; H -0.16; C -0.13; C -0.38; C -0.18; O -0.17; C -0.09; N -0.08; H 0.03; H 0.11; H 0.09; H 0.12; H 0.14; H 0.13; H 0.10; H 0.09; H 0.10; H 0.12; H 0.12; C -0.05; C -0.36; C -0.12; O -0.24; C -0.08; N 0.05; H 0.10; H 0.09; H 0.01; H 0.14; H 0.10; H 0.13; H 0.09; H 0.10; H 0.04; H -0.06; H 0.06

Total energy list, top to bottom, in Ha: -943.064486 -345.315977 -323.175390 -869.079338 -2716.588186
ΔE to the lowest compared entry with this formula, charge and spin list, top to bottom, in kJ/mol: 117.9 31.2 344.3 259.1 2103.0